1.
Below is a structure of composition C51H51Cl2IN2O3S2Sb2V, with properties calculated with ωB97M-V/def2-TZVPD.

Cartesian coordinates (Å):
1 V 0.54762 2.28860 -0.97152
2 C -1.72293 -1.45682 -2.65709
3 C -2.55025 -0.40247 -1.98948
4 N -3.84965 -0.48240 -2.05516
5 C -4.60472 0.44845 -1.42334
6 C -4.08111 1.46192 -0.67188
7 C -5.01565 2.39500 0.04078
8 O -4.74864 3.73754 -0.37304
9 C -2.66607 1.58539 -0.58360
10 C -2.11732 2.54448 0.34549
11 N -0.86538 2.85283 0.47162
12 C -0.49702 3.64113 1.60830
13 C -1.19575 3.51730 2.80500
14 C -0.85273 4.27446 3.91301
15 C 0.20708 5.16186 3.84858
16 C 0.94213 5.26734 2.67618
17 C 0.60207 4.50363 1.57154
18 I 1.82999 4.62876 -0.11435
19 C -1.86426 0.67154 -1.30198
20 O -0.58345 0.72168 -1.36980
21 H -2.31682 -1.95079 -3.42249
22 H -1.40259 -2.20646 -1.92747
23 H -0.81506 -1.03126 -3.08563
24 H -5.67657 0.34523 -1.53701
25 H -4.89686 2.30846 1.12877
26 H -6.04318 2.11613 -0.20714
27 H -5.37387 4.32283 0.06558
28 H -2.83414 3.01750 1.01267
29 H -1.98971 2.78886 2.88355
30 H -1.40633 4.14462 4.83253
31 H 0.48232 5.75436 4.70922
32 H 1.78774 5.93856 2.62539
33 C 2.86560 -2.54850 0.88265
34 C 2.04956 -2.84984 2.14752
35 C 1.13584 -1.74402 2.69053
36 Sb -0.68204 -1.53998 1.55388
37 C -1.74666 -0.24224 2.91215
38 C -3.05392 0.11906 2.58773
39 C -3.83114 0.85502 3.47173
40 C -3.30716 1.25430 4.69405
41 C -2.00271 0.91835 5.02077
42 C -1.22969 0.18028 4.13313
43 C -1.65320 -3.24662 2.43815
44 C -2.94990 -3.51604 2.00602
45 C -3.69503 -4.53895 2.57212
46 C -3.14489 -5.32222 3.57531
47 C -1.84897 -5.07940 4.00003
48 C -1.10956 -4.04831 3.43545
49 Sb 1.83703 -2.06428 -0.98000
50 C 1.50528 -4.13616 -1.51443
51 C 1.22338 -4.41330 -2.85124
52 C 0.97136 -5.70611 -3.28083
53 C 0.98286 -6.75458 -2.37236
54 C 1.24780 -6.49567 -1.03851
55 C 1.50312 -5.19695 -0.61610
56 C 3.63046 -2.03722 -2.16817
57 C 4.89700 -2.27663 -1.64485
58 C 6.02437 -2.23433 -2.45558
59 C 5.89816 -1.94895 -3.80459
60 C 4.64375 -1.69198 -4.33619
61 C 3.52447 -1.72177 -3.52053
62 H 3.46972 -3.42809 0.65224
63 H 3.55302 -1.71935 1.07100
64 H 2.76466 -3.10194 2.93991
65 H 1.45526 -3.75534 1.99315
66 H 1.65894 -0.78845 2.71698
67 H 0.83713 -1.98066 3.71312
68 H -3.48565 -0.19442 1.64247
69 H -4.85183 1.10870 3.21287
70 H -3.91534 1.81998 5.38808
71 H -1.58700 1.22100 5.97329
72 H -0.21381 -0.07226 4.41206
73 H -3.39267 -2.92635 1.20984
74 H -4.70206 -4.72863 2.22442
75 H -3.72211 -6.12208 4.01939
76 H -1.40838 -5.69310 4.77537
77 H -0.09990 -3.88414 3.78746
78 H 1.21016 -3.61181 -3.58159
79 H 0.76200 -5.89495 -4.32578
80 H 0.78761 -7.76539 -2.70432
81 H 1.25574 -7.30518 -0.31964
82 H 1.71372 -5.03138 0.43160
83 H 5.02391 -2.50784 -0.59559
84 H 7.00093 -2.42272 -2.02776
85 H 6.77537 -1.90900 -4.43640
86 H 4.53865 -1.44262 -5.38405
87 H 2.55883 -1.47550 -3.94783
88 Cl 1.78209 1.11379 0.75487
89 C 3.46564 1.20077 0.20046
90 C 4.43567 1.01253 1.16395
91 C 5.76200 1.02757 0.76370
92 C 6.05961 1.23656 -0.57517
93 C 5.05067 1.43125 -1.50054
94 Cl 5.52003 1.70315 -3.14637
95 C 3.68500 1.42389 -1.16237
96 S 2.42525 1.64620 -2.35255
97 H 4.15633 0.85086 2.19495
98 H 6.55390 0.87873 1.48338
99 H 7.08435 1.25606 -0.91561
100 C -1.55533 1.92385 -4.50921
101 C -1.92671 3.13522 -3.66976
102 S -0.47342 3.73602 -2.78512
103 O 0.58088 3.94900 -3.81820
104 C -1.03766 5.40108 -2.38360
105 C -2.00639 5.54258 -1.22461
106 H -2.33770 1.74976 -5.24709
107 H -1.44612 1.02658 -3.90620
108 H -0.61798 2.10439 -5.03410
109 H -2.70983 2.92602 -2.93928
110 H -2.22966 3.96965 -4.30436
111 H -1.46257 5.76406 -3.32169
112 H -0.10349 5.93586 -2.21142
113 H -2.90308 4.93652 -1.35439
114 H -2.31202 6.58544 -1.14433
115 H -1.54047 5.26297 -0.28063

Values from the calculation:
LUMO energy (spin up / spin down) in Ha: -0.0205 / -0.0246
2S+1: 4
<S²>: 3.762
Net charge: 0
Highest occupied orbital energy (spin up / spin down) in eV: -6.733 / -7.224
Relative energy (zero: lowest compared OMol25 entry of this formula, charge and spin) in kJ/mol: 31.2


2.
Below is a structure of composition C51H52ErN9S3Si in a non-equilibrium geometry, with properties calculated with ωB97M-V/def2-TZVPD.

Cartesian coordinates (Å):
1 Er -0.34060 0.13190 -0.09610
2 C -2.43080 -2.12330 2.05750
3 N -1.35860 -2.32640 1.07050
4 C -0.30970 -3.11140 1.72550
5 C 1.03070 -3.09290 1.04900
6 C 1.87770 -4.18210 1.22490
7 C 3.14500 -4.15120 0.67390
8 C 3.51260 -3.03120 -0.05360
9 C 2.61200 -1.98730 -0.15860
10 N 1.39460 -1.99070 0.38640
11 C -1.89320 -3.08920 -0.07310
12 C -0.97260 -3.11820 -1.26540
13 C -0.73980 -4.29060 -1.97440
14 C 0.01550 -4.24050 -3.13500
15 C 0.48560 -3.01140 -3.56980
16 C 0.22820 -1.89750 -2.78930
17 N -0.46860 -1.94240 -1.65390
18 C -2.36740 -0.83080 2.82990
19 C -3.00550 -0.77240 4.06530
20 C -3.14910 0.44550 4.70360
21 C -2.64020 1.57720 4.08090
22 C -1.99890 1.42570 2.86450
23 N -1.84320 0.25080 2.24230
24 H -3.39120 -2.10220 1.53360
25 H -2.48190 -2.96630 2.76080
26 H -0.16330 -2.69380 2.72790
27 H -0.62900 -4.16110 1.84760
28 H 1.55150 -5.03450 1.80000
29 H 3.82390 -4.97680 0.80830
30 H 4.47860 -2.96040 -0.52600
31 H 2.87660 -1.07990 -0.68010
32 H -2.14010 -4.12150 0.22580
33 H -2.80930 -2.58530 -0.41340
34 H -1.15020 -5.22480 -1.62730
35 H 0.21910 -5.13840 -3.69390
36 H 1.04400 -2.91420 -4.48650
37 H 0.56090 -0.91430 -3.09350
38 H -3.40350 -1.66720 4.51710
39 H -3.68290 0.51860 5.63810
40 H -2.75560 2.55370 4.52510
41 H -1.62430 2.29510 2.33720
42 S 1.97480 -0.21010 7.02640
43 C 2.20440 -1.82240 7.53610
44 C 2.16770 -2.70680 6.50020
45 C 1.94470 -2.08060 5.26360
46 C 1.82870 -0.71310 5.36470
47 C 1.62380 0.27710 4.33820
48 C 1.25710 -0.07280 3.02630
49 N 0.94260 0.78680 2.07430
50 C 1.04470 2.11010 2.34600
51 C 1.51970 2.57050 3.60170
52 C 1.74230 3.96090 3.83430
53 C 1.48480 4.86230 2.86440
54 C 0.93800 4.44600 1.61460
55 C 0.64050 5.38170 0.62740
56 C 0.10070 4.97100 -0.58460
57 C -0.20280 3.59710 -0.71470
58 N 0.06440 2.68340 0.20430
59 C 0.67530 3.07870 1.35060
60 C -0.10660 5.92990 -1.64100
61 C -0.07330 5.75670 -3.00390
62 C -0.20300 6.96410 -3.70960
63 C -0.36390 8.04110 -2.89090
64 S -0.32630 7.61580 -1.24010
65 C 1.76740 1.63270 4.60140
66 H 2.37090 -2.01660 8.57620
67 H 2.30850 -3.76580 6.62050
68 H 1.90040 -2.61860 4.33300
69 H 1.23210 -1.11830 2.75990
70 H 2.13830 4.26790 4.79000
71 H 1.67090 5.91640 3.00430
72 H 0.83890 6.42610 0.81730
73 H -0.71250 3.24660 -1.60060
74 H 0.06960 4.80630 -3.48600
75 H -0.17570 7.03920 -4.78030
76 H -0.50500 9.06670 -3.16320
77 H 2.08640 1.96900 5.57620
78 C -2.15230 2.98790 -3.96720
79 Si -1.20880 1.37060 -3.58700
80 C -1.37340 0.25060 -5.14070
81 C 0.65760 1.76490 -3.38390
82 N -1.65080 0.69570 -2.05110
83 C -2.94310 0.23420 -1.91170
84 C -3.86760 0.12130 -2.96630
85 C -5.15240 -0.32950 -2.76140
86 C -5.58920 -0.69380 -1.49670
87 C -4.70370 -0.60430 -0.43780
88 C -3.40840 -0.15620 -0.64350
89 H -1.72230 3.51850 -4.81000
90 H -2.17700 3.66750 -3.11930
91 H -3.18250 2.76670 -4.22220
92 H -0.52150 0.35180 -5.80960
93 H -2.25750 0.52320 -5.71140
94 H -1.47260 -0.80270 -4.88550
95 H 0.86970 2.80910 -3.58850
96 H 1.25320 1.19810 -4.08910
97 H 1.00290 1.54230 -2.36950
98 H -3.57040 0.40320 -3.95990
99 H -5.82180 -0.39350 -3.60550
100 H -6.60290 -1.02140 -1.34080
101 H -5.03440 -0.87270 0.55910
102 H -2.72530 -0.02470 0.20440
103 C 3.60640 -0.24200 -3.31120
104 N 4.38710 0.81030 -2.73330
105 C 5.52380 1.33980 -3.47060
106 C 6.03880 2.47410 -2.57190
107 N 4.99930 2.55630 -1.56460
108 C 4.10330 1.56080 -1.65890
109 S 2.88770 1.35240 -0.52560
110 H 4.20330 -1.15380 -3.39470
111 H 3.27090 0.04710 -4.31130
112 H 2.73690 -0.43460 -2.68550
113 H 5.19390 1.70000 -4.45070
114 H 6.26460 0.55300 -3.62830
115 H 6.13800 3.41820 -3.11080
116 H 7.00300 2.23440 -2.11460
117 H 5.05700 3.15610 -0.76040

Values from the calculation:
LUMO energy (spin up / spin down) in Ha: -0.1890 / -0.1887
2S+1: 4
<S²>: 3.753
Net charge: +2
Highest occupied orbital energy (spin up / spin down) in eV: -11.363 / -11.370